[1]
Entry from the OMol25 dataset: a 3-piece molecular cluster, C25H48N4O6 overall in a non-equilibrium geometry (ωB97M-V/def2-TZVPD).

Geometry as XYZ:
```
83
C25H48N4O6, DFT ωB97M-V/def2-TZVPD
C -1.7855 -0.8509 4.2960
C -1.6116 -1.1660 2.8348
N -2.3257 -1.9904 2.2065
C -0.5052 -0.4172 2.1461
O -1.0020 0.4300 1.1105
C -1.5016 -0.1744 0.0137
O -2.6534 -0.0112 -0.3397
O -0.5952 -0.8424 -0.7858
N -0.3888 -2.1951 -0.3528
C -1.3986 -3.0564 -0.9468
C 0.9326 -2.5646 -0.7099
C 2.0118 -1.5560 -0.4547
O 1.1681 -3.6722 -1.1607
H -0.9371 -1.2665 4.8312
H -1.8171 0.2139 4.4685
H -2.6730 -1.3294 4.6803
H -3.0395 -2.3922 2.8041
H 0.2808 -1.0638 1.7932
H -0.0541 0.2481 2.8657
H -1.3758 -4.0235 -0.4757
H -2.3678 -2.6125 -0.8046
H -1.2161 -3.2023 -2.0047
H 2.9706 -1.9454 -0.7503
H 1.8019 -0.6341 -0.9703
H 2.0689 -1.3564 0.6073
C -5.0898 1.9637 0.7050
C -6.3998 1.1800 0.9829
C -7.3589 1.2390 -0.2140
C -8.1570 2.5349 -0.3416
C -8.8367 2.8735 0.9823
C -7.8442 2.9471 2.1395
N -7.0538 1.6824 2.2288
O -7.7586 0.7571 2.7846
C -6.9397 4.1777 1.9481
C -8.5834 3.1772 3.4509
C -5.9762 -0.2739 1.1541
H -4.9944 2.8721 1.2929
H -4.2218 1.3654 0.9678
H -4.9910 2.2349 -0.3465
H -8.0720 0.4123 -0.1334
H -6.7891 1.0612 -1.1269
H -7.5114 3.3536 -0.6704
H -8.9143 2.4164 -1.1191
H -9.3645 3.8261 0.9035
H -9.5962 2.1161 1.1993
H -6.1752 4.2229 2.7247
H -7.5417 5.0834 2.0208
H -6.4466 4.2133 0.9798
H -9.3433 2.4205 3.6337
H -9.0811 4.1457 3.4196
H -7.8909 3.1782 4.2936
H -5.3653 -0.4021 2.0484
H -5.3781 -0.5665 0.2918
H -6.8277 -0.9495 1.2203
C 9.6266 0.0711 -1.5898
C 8.3833 -0.6672 -1.0235
C 8.5025 -2.1886 -1.1913
C 8.1841 -2.7147 -2.5880
C 6.8456 -2.1652 -3.0719
C 6.7994 -0.6405 -3.0323
N 7.1373 -0.1442 -1.6614
O 6.1350 -0.3149 -0.8705
C 7.7609 -0.0853 -4.0989
C 5.4193 -0.1389 -3.4379
C 8.3721 -0.3761 0.4726
H 9.4178 0.6374 -2.4917
H 9.9990 0.8047 -0.8755
H 10.4419 -0.6187 -1.8106
H 7.8182 -2.6720 -0.4872
H 9.5073 -2.4960 -0.8979
H 8.9859 -2.4604 -3.2865
H 8.1415 -3.8050 -2.5613
H 6.6485 -2.5014 -4.0915
H 6.0417 -2.5731 -2.4515
H 7.8034 1.0039 -4.0555
H 7.4015 -0.3646 -5.0886
H 8.7746 -0.4712 -4.0207
H 4.6285 -0.5585 -2.8190
H 5.2198 -0.4294 -4.4683
H 5.3645 0.9488 -3.3786
H 8.1920 0.6813 0.6667
H 9.3460 -0.6386 0.8859
H 7.6178 -0.9540 1.0024
```

Computed properties:
Multiplicity: 3
HOMO (spin up / spin down): -8.131 / -9.125 eV
Electronic energy: -1651.638841 a.u.

***

[2]
Entry from the OMol25 dataset: a 4-piece molecular cluster, C25H48O9S overall in a non-equilibrium geometry (ωB97M-V/def2-TZVPD).

Geometry as XYZ:
```
83
C25H48O9S, DFT ωB97M-V/def2-TZVPD
C -7.2434 3.9530 4.1914
C -5.6295 4.3216 4.4123
O -5.3830 5.7100 3.9917
C -3.9297 6.0358 4.0222
C -3.4513 6.5893 2.5552
O -4.3570 7.3412 1.8697
O -2.1341 6.3989 1.9283
C -2.1842 5.4664 0.7904
S -2.7770 6.2115 -0.8235
C -0.6841 4.7797 0.5575
C -0.6890 3.4158 1.5218
C 0.1280 3.5088 2.9405
C 0.1072 2.1903 3.9191
C -0.7464 0.8547 3.4158
C -1.5660 0.7873 1.9700
C -1.5363 2.1258 0.9677
C -2.3404 2.0837 -0.4982
H -7.4241 2.7914 4.0537
H -7.7316 4.5610 3.3125
H -7.7960 4.2357 5.2083
H -4.9627 3.5946 3.7753
H -5.4133 4.1006 5.5430
H -3.2642 5.1883 4.4784
H -3.8385 6.9602 4.7718
H -2.8952 4.5792 1.0775
H -2.5742 7.6019 -0.7489
H -0.4819 4.4845 -0.5579
H 0.1730 5.5373 0.8821
H 0.6899 4.5122 3.2027
H 0.6546 2.2225 4.9589
H -0.7398 -0.0722 4.1649
H -2.1676 -0.1622 1.6176
H -1.5042 2.3195 -1.3131
H -3.1954 2.8806 -0.5696
H -2.7334 0.9716 -0.6390
C 0.2738 -4.6812 -1.0987
O 0.8711 -4.5632 0.1877
C 1.3261 -3.2327 0.4546
C 0.3641 -2.4956 1.3902
O -0.8882 -2.2366 0.7500
C -1.9069 -3.1346 1.1783
H -0.2083 -5.6619 -1.1643
H -0.4805 -3.9069 -1.2693
H 1.0476 -4.6220 -1.8720
H 1.4701 -2.6745 -0.4788
H 2.2978 -3.3222 0.9472
H 0.7985 -1.5224 1.6436
H 0.2207 -3.0525 2.3243
H -2.2035 -2.8930 2.2034
H -1.5822 -4.1769 1.1182
H -2.7737 -3.0043 0.5259
C 1.9158 -8.1462 -3.0813
O 1.9788 -6.7591 -3.3935
C 3.3254 -6.2789 -3.4611
C 3.7812 -6.1104 -4.9131
O 3.9050 -7.3747 -5.5696
C 2.8089 -7.6386 -6.4394
H 0.8840 -8.4832 -3.2236
H 2.5711 -8.7386 -3.7273
H 2.1905 -8.3014 -2.0321
H 4.0047 -6.9421 -2.9114
H 3.3390 -5.3016 -2.9716
H 4.7759 -5.6516 -4.9171
H 3.1031 -5.4462 -5.4629
H 2.8774 -6.9972 -7.3232
H 1.8479 -7.4872 -5.9405
H 2.8711 -8.6810 -6.7610
C 2.2313 1.9235 0.6176
O 3.0961 0.9443 0.0531
C 2.8267 0.7176 -1.3341
C 3.8634 1.4131 -2.2206
O 3.7425 2.8360 -2.1442
C 4.7488 3.4178 -1.3217
H 2.6048 2.1770 1.6149
H 2.1990 2.8347 0.0125
H 1.2218 1.5099 0.7194
H 1.8104 1.0399 -1.5925
H 2.8900 -0.3614 -1.4977
H 3.6766 1.1340 -3.2633
H 4.8797 1.0902 -1.9637
H 5.7148 3.3712 -1.8334
H 4.8159 2.9228 -0.3492
H 4.4923 4.4673 -1.1586
```

Computed properties:
SMILES: CCOCC(=O)O[C@@H](S)Cc1ccccc1C.COCCOC.COCCOC.COCCOC
Multiplicity: 1
HOMO: -8.529 eV
Electronic energy: -2056.100802 a.u.

***

[3]
Entry from the OMol25 dataset: a 5-piece molecular cluster, C25H49BCl16N2O5PS overall in a non-equilibrium geometry (ωB97M-V/def2-TZVPD).

Geometry as XYZ:
```
100
C25H49BCl16N2O5PS, DFT ωB97M-V/def2-TZVPD
C 4.6477 -0.0377 0.4477
C 4.7759 -0.3345 -1.0542
C 3.8470 -1.4513 -1.5282
C 2.3507 -1.0878 -1.6503
N 2.0601 0.2847 -1.2980
C 0.6607 0.7757 -1.2687
C -0.2901 0.1407 -2.3310
C -0.7814 -1.3187 -2.2322
C -2.2755 -1.4452 -2.5337
C -2.8528 -2.8380 -2.2671
O -3.7959 -2.8567 -1.2059
C -3.2405 -3.0096 0.0844
O 0.7556 2.1003 -1.6705
P 0.5511 3.3782 -0.4970
S -1.8364 3.3670 -1.1434
C 0.8959 4.5680 -1.9609
C -0.0870 4.7454 -3.1170
C 0.1719 4.8227 0.7181
C -0.0144 4.7060 2.2309
C -1.3275 4.1050 2.7045
O 1.0294 3.9715 2.8880
B 2.4668 3.4266 0.0441
C 3.4635 4.6548 -0.2212
O 3.0288 2.3559 0.6828
O 0.1322 2.1522 0.6459
C 0.0818 0.8134 0.2277
C -1.3827 0.3159 0.2985
C -2.0832 0.6421 1.6120
C 0.9077 -0.0756 1.2081
N 1.3712 0.5970 2.4057
C 2.2303 -0.2365 3.2236
H 4.6363 1.0336 0.6473
H 5.4728 -0.4783 1.0113
H 3.7112 -0.4298 0.8452
H 4.6073 0.5750 -1.6336
H 5.8007 -0.6465 -1.2749
H 4.1907 -1.8132 -2.5011
H 3.9638 -2.2938 -0.8385
H 1.7577 -1.7403 -1.0062
H 2.0318 -1.3378 -2.6692
H 2.5399 0.9118 -1.9332
H 0.2274 0.2782 -3.2862
H -1.1446 0.8178 -2.3505
H -0.2403 -1.9432 -2.9482
H -0.5689 -1.7606 -1.2555
H -2.4124 -1.1729 -3.5821
H -2.8329 -0.7188 -1.9392
H -2.0362 -3.5372 -2.0383
H -3.3776 -3.2313 -3.1400
H -2.1507 -2.9181 0.0787
H -3.6385 -2.2392 0.7480
H -3.5007 -3.9924 0.4932
H -2.3953 3.2935 0.0685
H 1.1332 5.5514 -1.5501
H 1.8043 4.1443 -2.3939
H 0.3945 5.3081 -3.9267
H -0.3915 3.7800 -3.5246
H -0.9794 5.2936 -2.8241
H -0.7292 5.2984 0.3185
H 0.9801 5.5460 0.5698
H 0.0282 5.7384 2.6125
H -1.2137 3.0303 2.8155
H -2.1304 4.3146 1.9984
H -1.6095 4.5212 3.6746
H 1.8328 4.5074 2.8575
H 3.0516 5.6468 -0.0341
H 3.7327 4.6381 -1.2826
H 4.4008 4.5544 0.3425
H 3.8683 2.5743 1.1112
H -1.9612 0.7565 -0.5093
H -1.4021 -0.7667 0.1617
H -2.9612 0.0006 1.7375
H -2.4304 1.6709 1.6187
H -1.4405 0.4884 2.4821
H 1.7983 -0.4616 0.7104
H 0.2746 -0.9468 1.4644
H 0.5996 0.9552 2.9499
H 3.2874 -0.0351 3.0122
H 2.0589 -0.0375 4.2832
H 2.0728 -1.3167 3.0676
C -3.9107 0.8956 -5.7995
Cl -4.1997 -0.4996 -6.8595
Cl -4.3906 2.3726 -6.6475
Cl -4.8695 0.7200 -4.3316
Cl -2.2055 0.9752 -5.3861
C -6.9049 -4.3293 1.3019
Cl -5.7301 -4.6612 2.5820
Cl -6.6236 -5.4303 -0.0496
Cl -8.5392 -4.5857 1.9384
Cl -6.7346 -2.6689 0.7553
C 1.6072 -4.8189 2.1177
Cl 1.5665 -6.3735 1.2780
Cl 1.5544 -3.5079 0.9500
Cl 0.2050 -4.6913 3.1967
Cl 3.0851 -4.7079 3.0793
C 0.3831 -9.4610 5.0381
Cl 0.7105 -10.4923 3.6390
Cl 1.6962 -9.6332 6.2099
Cl 0.2676 -7.7845 4.5183
Cl -1.1382 -9.9607 5.7885
```

Computed properties:
Net charge: -1
Multiplicity: 1
HOMO: -4.183 eV
Electronic energy: -9595.123118 a.u.

***

Number 1 is which compound? C25H48N4O6